[1]
Below is 2 unconnected molecules or ions with the total composition C2H7NO, with properties calculated with ωB97M-V with the def2-TZVPD basis set.

Structure (XYZ):
```
11
Properties=species:S:1:pos:R:3:mulliken_charge:R:1
N -0.33044 2.47513 3.36461 -0.638
H -0.98461 3.13280 2.96689 0.215
H -0.33663 1.63625 2.79797 0.207
H 0.59732 2.87680 3.37239 0.216
O 0.77655 -3.10149 -1.31278 -0.451
C 0.39368 -1.97656 -1.16312 0.183
C -0.07865 -1.07937 -2.27471 -0.815
H 0.41170 -1.47016 -0.17066 0.270
H -0.34331 -1.63375 -3.16554 0.279
H 0.77102 -0.43053 -2.51803 0.252
H -0.87663 -0.42911 -1.89704 0.283
```

## Properties
Total charge: 0
LUMO in eV: 0.70
HOMO-LUMO gap in eV: 10.70
Calculated total energy in eV: -5724.626

[2]
Below is 2 unconnected molecules or ions with the total composition C2H7NO, with properties calculated with ωB97M-V with the def2-TZVPD basis set.

Structure (XYZ):
```
11
Properties=species:S:1:pos:R:3:mulliken_charge:R:1
C -2.15753 -1.98938 -0.53567 -0.648
C -1.10960 -1.00259 1.41655 -0.225
N -2.13017 -1.23595 0.71720 -0.405
H -3.05486 -2.58507 -0.42931 0.249
H -1.27747 -2.63877 -0.67589 0.283
H -2.25432 -1.35369 -1.40956 0.257
H -1.39966 -0.66744 2.43010 0.226
H -0.04298 -0.86747 1.28327 0.263
H 4.48358 4.84687 -1.17179 0.321
H 4.40385 3.61142 -0.36264 0.315
O 4.53916 3.88208 -1.26227 -0.635
```

## Properties
Total charge: 0
LUMO in eV: 0.99
HOMO-LUMO gap in eV: 10.18
Calculated total energy in eV: -5723.498

[3]
Below is 2 unconnected molecules or ions with the total composition C2H7NO, with properties calculated with ωB97M-V with the def2-TZVPD basis set.

Structure (XYZ):
```
11
Properties=species:S:1:pos:R:3:lowdin_spin:R:1
C 0.69162 -0.19711 0.14917 0.583
C 1.65838 0.37435 -0.70926 0.134
N 2.02398 1.63005 -0.70950 0.213
H 0.04412 -0.87779 -0.38707 0.030
H 0.70009 -0.04922 1.22187 0.026
H 2.00818 -0.17686 -1.57819 0.008
H 1.68380 2.22744 0.03777 0.003
H 2.28282 2.09117 -1.57414 0.003
H -3.71454 -1.09074 0.64458 0.000
H -3.36289 -2.05847 1.79367 0.000
O -4.01555 -1.87281 1.11110 0.000
```

## Properties
Total charge: +1
LUMO (alpha / beta) in eV: -5.20 / -7.54
HOMO-LUMO gap (alpha / beta) in eV: 8.80 / 6.46
Calculated total energy in eV: -5715.776
Expectation value of S²: 0.761
2S+1: 2

[4]
Below is 2 unconnected molecules or ions with the total composition C2H7NO2, with properties calculated with ωB97M-V with the def2-TZVPD basis set.

Structure (XYZ):
```
12
Properties=species:S:1:pos:R:3:mulliken_charge:R:1
O 0.07454 -0.77146 -0.59606 -0.525
C -0.45239 0.42805 -0.52394 0.748
O -0.74887 0.98553 0.52066 -0.631
C -0.62617 1.07616 -1.87043 -0.942
H -0.68243 2.15501 -1.73580 0.296
H 0.23573 0.78518 -2.47511 0.286
H -1.51821 0.74001 -2.40191 0.258
N 0.79776 -1.13614 1.91577 -0.804
H 0.42401 -1.85137 2.53113 0.236
H 0.32444 -0.24427 2.06548 0.326
H 1.76580 -1.08805 2.22120 0.233
H 0.40579 -1.07865 0.34901 0.518
```

## Properties
Total charge: 0
LUMO in eV: 0.82
HOMO-LUMO gap in eV: 10.78
Calculated total energy in eV: -7773.467

[5]
Below is 2 unconnected molecules or ions with the total composition C2H7NO2, with properties calculated with ωB97M-V with the def2-TZVPD basis set.

Structure (XYZ):
```
12
Properties=species:S:1:pos:R:3:mulliken_charge:R:1
C -2.86735 0.89684 0.81803 0.053
N -1.57832 0.82911 0.32340 -0.235
C -0.89200 -0.44785 0.53465 -0.693
O -3.85539 1.06542 0.14779 -0.519
H -2.89997 0.86557 1.93001 0.349
H -1.58576 1.31815 -0.55022 0.233
H -1.29489 -0.83256 1.46085 0.319
H 0.17213 -0.25504 0.67957 0.244
H -1.03079 -1.16756 -0.26793 0.248
H 5.41479 -0.53781 -2.39109 0.317
H 5.36944 -0.61268 -0.96519 0.317
O 5.04812 -1.12159 -1.71988 -0.634
```

## Properties
Total charge: 0
LUMO in eV: 0.80
HOMO-LUMO gap in eV: 10.56
Calculated total energy in eV: -7772.008

[6]
Below is 2 unconnected molecules or ions with the total composition C2H7NO2, with properties calculated with ωB97M-V with the def2-TZVPD basis set.

Structure (XYZ):
```
12
Properties=species:S:1:pos:R:3:lowdin_spin:R:1
C 0.50007 -1.02849 0.63698 0.082
C 0.09431 0.43456 0.91535 0.161
N -0.61650 0.91625 -0.38596 0.833
O 1.09123 1.08417 1.41321 0.814
H 1.30762 -1.08031 -0.09782 -0.001
H -0.38498 -1.50939 0.24939 0.006
H 0.76891 -1.52052 1.58100 0.004
H -0.84877 0.32836 -1.26736 0.020
H -0.81328 0.50749 1.55654 0.062
H -1.43541 -0.96284 -3.04793 -0.021
H -0.29675 1.76079 -0.88942 0.019
O -0.88852 -1.06501 -2.24392 -0.979
```

## Properties
Total charge: +1
LUMO (alpha / beta) in eV: -7.65 / -8.58
HOMO-LUMO gap (alpha / beta) in eV: 9.12 / 7.91
Calculated total energy in eV: -7758.276
Expectation value of S²: 1.760
2S+1: 2

[7]
Below is 2 unconnected molecules or ions with the total composition C2H7NO2Si, with properties calculated with ωB97M-V with the def2-TZVPD basis set.

Structure (XYZ):
```
13
Properties=species:S:1:pos:R:3:mulliken_charge:R:1
C -0.21108 1.47272 0.43670 -1.336
C -0.74477 0.11946 0.23718 0.143
N -2.09686 -0.11472 -0.02663 0.947
O -2.81951 0.85305 -0.04104 -0.611
O -2.45526 -1.28128 -0.10354 -0.550
Si 0.23476 -1.52789 0.12534 0.446
H -0.66135 2.07796 -0.29110 0.316
H 0.74824 1.34380 0.60351 0.474
H -0.56152 1.78266 1.35864 0.394
H -0.82915 -0.47178 -1.96259 0.107
H -0.44865 -2.56769 -0.65557 -0.055
H 1.38079 -1.00279 -0.57766 -0.119
H 0.79318 -1.95732 1.38944 -0.155
```

## Properties
Total charge: 0
LUMO (alpha / beta) in eV: -1.85 / -1.33
HOMO-LUMO gap (alpha / beta) in eV: 8.80 / 8.28
Calculated total energy in eV: -15642.051

[8]
Below is C2H7NO2Si in the gas phase, with properties calculated with ωB97M-V with the def2-TZVPD basis set.

Structure (XYZ):
```
13
Properties=species:S:1:pos:R:3:mulliken_charge:R:1
C 0.85267 0.19550 -0.01580 0.847
C 2.31888 -0.20850 0.13258 -1.134
N -1.83863 1.11779 0.01332 -0.430
O 0.05073 -0.81650 0.26279 -0.249
O 0.51208 1.24611 -0.50369 -0.553
Si -1.59970 -0.55118 0.20952 0.256
H 2.43539 -0.37196 1.12484 0.362
H 2.33180 -1.03883 -0.38987 0.369
H 3.06354 0.62754 -0.14483 0.258
H -1.37857 1.61528 -0.79025 0.320
H -2.05504 1.73791 0.75331 0.208
H -2.29404 -1.26921 1.25781 -0.133
H -1.86175 -1.06799 -1.12111 -0.121
```

## Properties
Total charge: 0
LUMO in eV: 0.82
HOMO-LUMO gap in eV: 9.88
Calculated total energy in eV: -15651.089

[9]
Below is a molecular structure, C2H7NO2Si, with properties calculated with ωB97M-V with the def2-TZVPD basis set.

Structure (XYZ):
```
13
Properties=species:S:1:pos:R:3:mulliken_charge:R:1
C 1.06609 1.66812 -0.72706 -0.965
C 0.53440 -1.79432 0.35329 -0.940
N -1.88969 0.19634 -0.11853 0.793
O -2.73105 0.61221 0.69233 -0.536
O -2.04374 0.13997 -1.31545 -0.526
Si -0.20350 -0.00070 0.60817 0.456
H 0.71949 1.24949 -1.55423 0.374
H 0.76731 2.74869 -0.43804 0.270
H 2.13828 1.51645 -0.43078 0.286
H 0.52440 -2.56120 1.12717 0.338
H 0.02663 -2.12416 -0.56099 0.274
H 1.65657 -1.61948 0.29036 0.275
H -0.56519 -0.03141 2.07377 -0.098
```

## Properties
Total charge: 0
LUMO in eV: -0.26
HOMO-LUMO gap in eV: 9.79
Calculated total energy in eV: -15645.615

[10]
Below is C2H7NO3 in the gas phase, with properties calculated with ωB97M-V with the def2-TZVPD basis set.

Structure (XYZ):
```
13
Properties=species:S:1:pos:R:3:mulliken_charge:R:1
C 1.08471 -0.04872 0.53684 -0.074
C -0.66447 0.14496 0.53561 -0.342
N -0.80400 -0.08962 -0.84082 -0.358
O -2.45407 0.22615 -0.77343 -0.529
O 1.71624 0.95945 -0.20228 -0.522
O 1.47510 -1.31188 0.10943 -0.500
H -2.83891 -0.63811 -1.00115 0.316
H 2.64940 0.95398 0.06343 0.331
H 0.97848 -1.47792 -0.71151 0.391
H -0.54143 0.75826 -1.35236 0.270
H 1.32293 0.04666 1.59927 0.389
H -0.89512 1.15319 0.88436 0.349
H -1.02887 -0.67642 1.15259 0.279
```

## Properties
Total charge: 0
LUMO in eV: 0.77
HOMO-LUMO gap in eV: 10.74
Calculated total energy in eV: -9816.920

[11]
Below is 2 unconnected molecules or ions with the total composition C2H7NO3, with properties calculated with ωB97M-V with the def2-TZVPD basis set.

Structure (XYZ):
```
13
Properties=species:S:1:pos:R:3:mulliken_charge:R:1
C -0.15839 0.20640 -2.60548 -0.977
N -0.69888 -0.52801 -1.48636 -0.214
C -0.35770 -0.40724 -0.15334 0.582
O 0.24619 0.79026 0.15420 -0.465
O -0.57525 -1.24647 0.66277 -0.507
H -0.71396 -0.04539 -3.50501 0.314
H 0.88547 0.01087 -2.84866 0.361
H -0.26565 1.29516 -2.51948 0.353
H -0.86419 -1.50227 -1.69987 0.229
H 0.92259 0.87993 -0.53091 0.326
H 0.33205 0.72771 3.50468 0.307
H 1.23924 1.39231 2.43150 0.304
O 1.23541 0.77723 3.17431 -0.615
```

## Properties
Total charge: 0
LUMO in eV: 0.40
HOMO-LUMO gap in eV: 10.69
Calculated total energy in eV: -9820.272

[12]
Below is a molecular structure, C2H7NO3, with properties calculated with ωB97M-V with the def2-TZVPD basis set.

Structure (XYZ):
```
13
Properties=species:S:1:pos:R:3:mulliken_charge:R:1
H -1.19389 0.57016 0.43809 0.504
O -1.83069 -0.42413 0.44068 -0.779
N -0.01238 1.15419 0.24344 -0.506
H -2.56646 -0.24494 -0.16992 0.332
H 0.24366 1.89503 0.88033 0.273
H 0.14243 1.54958 -0.68198 0.268
C 0.95540 0.03394 0.46255 -0.709
H 1.97188 0.41558 0.55011 0.320
H 0.65076 -0.55951 1.31864 0.345
C 0.93076 -0.87486 -0.79658 0.683
O 1.92073 -0.97849 -1.48581 -0.604
O -0.21853 -1.45478 -0.98765 -0.618
H -0.99368 -1.08177 -0.21190 0.492
```

## Properties
Total charge: 0
LUMO in eV: 0.36
HOMO-LUMO gap in eV: 10.09
Calculated total energy in eV: -9819.910

In order of appearance, energy relative to the best compared isomer or geometry (same formula, charge and spin) = 0.616; 1.744; 0.735; 0.058; 1.518; 5.632; 9.831; 0.793; 6.268; 4.040; 0.689; 1.051 eV.